(1)
Below is a structure of composition C18H52Br2O21P5Pb in a non-equilibrium geometry, with properties calculated with ωB97M-V with the def2-TZVPD basis set.

Geometry as ORCA input:
```
! RIJCOSX wB97M-V def2-TZVPD def2/J DEFGRID3
* xyz 1 1
Pb -5.20559 -2.95661 -0.36033
C -0.70314 0.15044 -1.22863
O -1.18668 -1.02225 -1.70845
H -1.57425 0.66046 -0.81736
H 0.05968 0.04493 -0.45724
H -0.50657 0.95948 -1.93212
Br 2.62519 -2.83746 -8.26265
C 1.40319 -3.76848 -7.08209
C 1.90424 -5.19099 -7.00934
Br 1.29163 -6.47808 -8.42653
H 0.35685 -3.68071 -7.37462
H 1.46964 -3.26351 -6.11840
H 1.43567 -5.61443 -6.12096
H 2.96882 -5.23435 -6.77941
C 7.97634 -0.73993 3.16059
O 8.86453 -1.48711 2.39427
P 8.28517 -2.52995 1.30942
O 7.58358 -3.65473 1.96034
O 7.44438 -1.50503 0.40938
C 6.77579 -1.73557 -0.75686
O 9.71350 -2.84040 0.46236
C 10.07004 -4.16012 0.21972
H 8.27863 -0.93355 4.18979
H 6.92186 -0.97638 3.01833
H 8.12118 0.31271 2.91754
H 5.96426 -1.01649 -0.86841
H 6.22080 -2.67348 -0.73672
H 7.39476 -1.58430 -1.64123
H 9.22159 -4.68874 -0.21475
H 10.42808 -4.62083 1.14040
H 10.93874 -4.07397 -0.43301
C 1.43369 4.87313 -8.35702
O 2.07236 5.29534 -7.18463
P 2.32445 6.86910 -6.70437
O 1.04175 7.58208 -6.38692
O 3.15967 6.70209 -5.28132
C 2.69950 5.88143 -4.22882
O 3.32262 7.48977 -7.72161
C 3.61044 8.88343 -7.63327
H 0.40122 5.22150 -8.38442
H 1.34502 3.78702 -8.38160
H 1.90503 5.26819 -9.25696
H 3.39837 5.04575 -4.19250
H 1.71929 5.48625 -4.49550
H 2.50318 6.28557 -3.23572
H 4.67297 8.99186 -7.41556
H 3.14075 9.35224 -6.76857
H 3.26939 9.56177 -8.41535
C -0.00936 -9.34339 3.95761
O -0.83158 -8.34193 3.42391
P -0.27752 -6.91843 3.02843
O -1.36973 -6.03928 2.58520
O 0.52039 -6.39491 4.34448
C 1.08930 -5.06241 4.41923
O 0.92535 -7.26081 1.96295
C 1.81313 -6.35388 1.51650
H -0.71646 -10.00673 4.45573
H 0.80757 -9.13564 4.64867
H 0.43991 -9.92819 3.15495
H 0.86359 -4.50799 3.50832
H 2.16711 -4.93981 4.52589
H 0.71198 -4.59633 5.32945
H 2.71861 -6.59737 2.07230
H 1.65667 -5.27628 1.56532
H 2.08238 -6.60850 0.49143
C -4.15959 -1.77017 7.64900
O -3.81130 -0.44146 7.18640
P -4.39505 0.26747 5.81192
O -4.41663 -0.45619 4.50882
O -3.60071 1.66861 5.68198
C -2.18423 1.61120 5.44019
O -5.93684 0.68587 6.29214
C -6.08291 1.32618 7.53356
H -4.90777 -1.68582 8.43718
H -3.30520 -2.35714 7.98601
H -4.35405 -2.44749 6.81741
H -1.80353 1.08355 4.56567
H -1.61193 1.40668 6.34503
H -1.88177 2.58405 5.05263
H -5.12253 1.69230 7.89653
H -6.51080 0.68420 8.30353
H -6.41009 2.34780 7.34029
C -9.75077 3.70778 -0.43352
O -8.52922 4.34398 -0.83593
P -7.14692 3.82193 -0.19148
O -6.92646 2.31676 -0.36966
O -7.27080 4.39570 1.33118
C -7.24644 5.81024 1.54350
O -6.20211 4.85684 -1.03222
C -5.95515 4.38954 -2.31297
H -10.34449 4.27762 0.28124
H -9.54663 2.75130 0.04768
H -10.36265 3.47114 -1.30398
H -7.82299 6.03317 2.44126
H -7.51270 6.37226 0.64832
H -6.26536 6.09447 1.92402
H -4.94694 4.55633 -2.69219
H -6.54020 5.03800 -2.96512
H -6.28822 3.43811 -2.72763
*
```

- max |F| (eV/A) = 5.059
- gap between HOMO and LUMO (Ha) = 0.1225
- HOMO energy (eV) = -10.432
- lowest unoccupied orbital energy (hartree) = -0.26087
- calculated total energy (eV) = -254276.828
- energy relative to the best compared isomer or geometry (same formula, charge and spin) (kcal per mole) = 291.3

(2)
Below is a cluster of 7 separate species, C18H52N10O10 in total in a non-equilibrium geometry, with properties calculated with ωB97M-V with the def2-TZVPD basis set.

Geometry as ORCA input:
```
! RIJCOSX wB97M-V def2-TZVPD def2/J DEFGRID3
* xyz 0 1
C 2.47103 0.65510 0.56704
O 1.93514 -0.36210 0.61789
N 3.63492 0.86596 1.12033
N 2.13765 1.68573 -0.19084
H 4.04076 0.26558 1.82385
H 4.07946 1.73672 0.86686
H 1.19716 1.65878 -0.55806
H 2.73849 2.49739 -0.20784
C -0.92617 -2.63777 -0.04226
O -1.86445 -3.40891 -0.13633
N 0.21192 -2.85350 0.52956
N -0.87859 -1.44627 -0.53149
H 0.33179 -3.68713 1.08706
H 0.80962 -2.05235 0.67454
H -1.63211 -1.16891 -1.14416
H -0.04376 -0.89379 -0.66542
C -5.17121 -1.91309 1.55877
O -5.91055 -2.89629 1.55435
N -3.97240 -1.83112 0.97536
N -5.45636 -0.71552 2.08961
H -3.55974 -2.65966 0.57120
H -3.29215 -1.13677 1.24965
H -6.33666 -0.64869 2.58021
H -4.79309 0.03053 2.24322
C -3.53922 -2.47216 -3.17869
O -2.52898 -1.87112 -3.22833
N -4.41199 -2.52363 -4.14152
N -3.81350 -3.14613 -2.17306
H -4.28923 -1.97809 -4.98260
H -5.25824 -3.05918 -4.01052
H -4.73356 -3.50875 -1.96788
H -3.02040 -3.29088 -1.56467
C 1.49209 -4.05077 3.35149
O 2.77537 -3.71051 3.74591
C 3.52746 -2.81592 2.84983
C 4.69133 -2.12830 3.56531
N 5.24079 -1.01851 2.84702
C 6.15314 -0.34094 3.71393
C 6.68352 0.81135 2.85383
O 7.68635 1.58588 3.59321
C 7.63440 2.95849 3.10505
H 1.46472 -4.36358 2.30770
H 0.81954 -3.19832 3.44690
H 1.11691 -4.84248 3.99999
H 2.77570 -2.17725 2.38610
H 3.88456 -3.48326 2.06546
H 5.46052 -2.88738 3.70757
H 4.25330 -1.90676 4.53852
H 5.63668 -1.39224 1.99632
H 7.01409 -0.91509 4.05629
H 5.60889 0.10425 4.54682
H 5.82022 1.42984 2.60831
H 7.08968 0.55320 1.87583
H 8.43502 3.59629 3.47964
H 6.71472 3.45071 3.42130
H 7.87320 3.02539 2.04364
C -3.65605 5.92439 -3.89489
O -3.77086 4.71994 -3.24580
C -2.94098 3.72243 -3.74076
C -3.22151 2.37431 -3.01866
N -2.58330 2.45775 -1.74640
C -2.87575 1.24523 -0.94532
C -2.53102 1.59040 0.51144
O -3.07850 0.55789 1.40421
C -2.56491 0.56064 2.70222
H -3.49419 5.86690 -4.97127
H -2.87007 6.53966 -3.45697
H -4.57802 6.48205 -3.73034
H -1.93003 3.97258 -3.41904
H -3.06897 3.59136 -4.81526
H -2.69017 1.53359 -3.46473
H -4.28840 2.16298 -2.94670
H -2.67268 3.32197 -1.23138
H -2.29874 0.47139 -1.45162
H -3.91242 0.92730 -1.05637
H -2.95812 2.52892 0.86480
H -1.44182 1.60896 0.54875
H -2.62478 -0.42131 3.17159
H -3.26724 1.18450 3.25507
H -1.53076 0.87385 2.84546
C 0.54719 0.13861 -4.35592
C 0.73989 -0.15634 -2.87422
O 0.11255 0.87831 -2.08043
O -0.83396 0.35992 -4.59977
H 1.04764 -0.67229 -4.88515
H 1.09457 1.06267 -4.54192
H 1.77865 -0.33472 -2.59625
H 0.29529 -1.12863 -2.66191
H -0.73874 1.06314 -2.48384
H -1.20123 -0.52684 -4.58059
*
```

- max |F| (eV/A) = 8.273
- gap between HOMO and LUMO (Ha) = 0.3305
- HOMO energy (eV) = -8.662
- lowest unoccupied orbital energy (hartree) = 0.01217
- calculated total energy (eV) = -54883.853
- energy relative to the best compared isomer or geometry (same formula, charge and spin) (kcal per mole) = 10.7